Density functional theory data (ωB97M-V/def2-TZVPD) for a structure of composition C15H38CrNO7P2Si2Te.

Each line ends with the natural charge from an NBO analysis.
Positions of all 67 atoms, in Å:
Cr (-0.377002, 0.808660, 0.427658)  1.148
C (3.118162, -0.998512, 2.561313)  -0.650
C (2.465904, 0.384755, 2.581288)  -0.497
O (3.099166, 1.261308, 3.519196)  -0.747
P (2.661910, 1.232372, 0.983378)  2.400
O (2.644693, 2.767138, 1.312381)  -0.976
O (4.108506, 0.945255, 0.430227)  -0.971
O (1.607889, 0.876224, -0.032574)  -1.121
P (0.675758, 0.203574, 3.016336)  2.344
O (0.100407, 1.722675, 2.773614)  -1.044
O (0.587448, -0.171173, 4.433926)  -1.085
O (0.046474, -0.561468, 1.857954)  -1.139
H (4.185754, -0.910355, 2.365964)  0.234
H (2.659740, -1.640759, 1.807155)  0.237
H (2.969859, -1.470668, 3.532781)  0.250
H (2.847334, 0.967683, 4.407309)  0.509
H (3.025611, 2.957234, 2.189455)  0.546
H (4.165301, 0.284553, -0.275425)  0.534
H (-0.163050, 2.100091, 3.625973)  0.532
C (-1.027424, 6.839594, -1.483644)  -1.129
Si (-0.629015, 6.331625, 0.257065)  1.649
C (-2.171242, 6.225988, 1.288985)  -1.125
C (0.599692, 7.495612, 1.008268)  -1.119
C (0.159906, 4.618055, 0.236214)  -1.115
Te (-1.032335, 3.141266, -0.737240)  0.602
C (0.046682, 3.041389, -2.564688)  -1.119
Si (-0.600529, 1.718728, -3.748537)  1.648
C (0.037392, 0.069858, -3.167278)  -1.098
C (0.013153, 2.114620, -5.446843)  -1.119
C (-2.461159, 1.710100, -3.695259)  -1.127
H (-1.518142, 7.815946, -1.485860)  0.254
H (-1.704931, 6.136259, -1.975287)  0.237
H (-0.121198, 6.924442, -2.089375)  0.243
H (-2.784173, 7.122611, 1.173567)  0.253
H (-1.927447, 6.123018, 2.349289)  0.242
H (-2.791544, 5.373039, 0.999097)  0.234
H (0.185849, 8.505777, 1.061331)  0.252
H (1.512366, 7.542338, 0.409547)  0.245
H (0.873131, 7.195262, 2.022281)  0.242
H (0.329692, 4.238614, 1.245812)  0.254
H (1.119495, 4.591652, -0.283504)  0.257
H (1.084631, 2.843179, -2.290871)  0.252
H (-0.025921, 4.037732, -3.005064)  0.255
H (1.113059, -0.029661, -3.328090)  0.248
H (-0.460742, -0.744999, -3.698218)  0.252
H (-0.144227, -0.084129, -2.098435)  0.194
H (1.104630, 2.107374, -5.490812)  0.248
H (-0.331002, 3.103237, -5.760173)  0.248
H (-0.355603, 1.385768, -6.172573)  0.252
H (-2.836587, 1.288848, -2.756906)  0.224
H (-2.853861, 1.097122, -4.509789)  0.254
H (-2.880594, 2.713928, -3.797446)  0.248
C (-5.660201, 1.257009, 0.560120)  -0.590
C (-4.898667, -0.065154, 0.725207)  -0.165
C (-5.247925, -1.043922, -0.405604)  -0.589
C (-5.165949, -0.691427, 2.099858)  -0.590
C (-3.454467, 0.230155, 0.633636)  0.548
N (-2.333396, 0.455969, 0.575526)  -0.507
H (-6.726034, 1.048237, 0.653312)  0.233
H (-5.479888, 1.701212, -0.418911)  0.224
H (-5.382951, 1.976022, 1.330925)  0.224
H (-6.316700, -1.252758, -0.356622)  0.233
H (-4.708414, -1.984311, -0.297618)  0.228
H (-5.027208, -0.617574, -1.384311)  0.222
H (-6.223506, -0.950543, 2.151276)  0.231
H (-4.942067, 0.006315, 2.906278)  0.226
H (-4.579504, -1.597457, 2.248135)  0.231

Forces on atoms 1 to 3 (eV/Å):
0.737 -0.414 0.144
-0.057 0.000 -0.023
0.019 -0.021 -0.013

- relative energy (zero: lowest compared OMol25 entry of this formula, charge and spin) (kcal/mol) = 8.0
- max |F| (Eh/bohr) = 0.017
- LUMO (spin up / spin down) (eV) = -2.3 / -2.4
- spin multiplicity = 5
- Kohn-Sham gap (spin up / spin down) (eV) = 9.40 / 9.28
- net charge = +1

Density functional theory data (ωB97M-V/def2-TZVPD) for a cluster of 4 separate species, C15H38FNO7P in total.

Each line ends with the natural charge from an NBO analysis.
Positions of all 63 atoms, in Å:
N (-4.163794, 0.533572, -0.370163)  -1.205
P (-4.007921, -1.192751, -0.569699)  1.084
O (-4.218257, -1.449422, 1.110157)  -1.046
C (-5.423186, -1.668568, -1.457203)  -1.042
C (-6.812809, -1.769128, -0.817020)  -0.459
C (-7.481683, -0.486215, -0.396143)  0.059
F (-6.929336, 0.101164, 0.743618)  -0.393
H (-4.748853, 0.846090, -1.131933)  0.367
H (-4.628776, 0.762237, 0.502043)  0.370
H (-4.184776, -2.391122, 1.255619)  0.464
H (-5.142597, -2.648386, -1.863187)  0.182
H (-6.880162, -2.488896, 0.012086)  0.165
H (-7.489340, -2.149215, -1.594948)  0.191
H (-8.533263, -0.667778, -0.149456)  0.130
H (-7.444692, 0.245075, -1.205880)  0.149
C (0.275605, -3.643365, 0.863954)  -0.260
O (1.295294, -2.936111, 1.552293)  -0.557
C (1.998075, -2.022032, 0.729786)  -0.085
C (1.466643, -0.611156, 0.858108)  -0.083
O (0.147920, -0.516069, 0.375001)  -0.555
C (-0.847425, -0.502736, 1.389594)  -0.260
H (-0.356950, -4.113599, 1.614972)  0.186
H (-0.339652, -2.979160, 0.253529)  0.203
H (0.710297, -4.424586, 0.228245)  0.155
H (1.949685, -2.338448, -0.318706)  0.165
H (3.048443, -2.043241, 1.042374)  0.172
H (2.087557, 0.053570, 0.245722)  0.169
H (1.536223, -0.263863, 1.893171)  0.178
H (-0.892260, 0.486465, 1.861265)  0.156
H (-0.643585, -1.258023, 2.153905)  0.161
H (-1.805871, -0.722722, 0.926960)  0.239
C (4.344028, 3.577626, 4.664355)  -0.253
O (3.257887, 4.422572, 4.340474)  -0.553
C (2.908905, 4.396335, 2.965166)  -0.088
C (1.729785, 3.492787, 2.686650)  -0.088
O (2.026302, 2.135447, 2.957747)  -0.553
C (1.519797, 1.674817, 4.197296)  -0.258
H (4.364154, 3.472479, 5.748100)  0.186
H (4.234647, 2.588599, 4.213699)  0.183
H (5.292312, 4.019240, 4.335996)  0.162
H (3.766819, 4.084004, 2.360921)  0.171
H (2.645766, 5.418596, 2.676830)  0.182
H (1.476770, 3.565186, 1.624593)  0.192
H (0.858233, 3.819298, 3.262462)  0.176
H (0.439845, 1.504716, 4.134873)  0.179
H (1.730089, 2.379223, 5.005868)  0.174
H (2.007973, 0.726276, 4.415881)  0.190
C (1.946146, -2.019850, -5.609312)  -0.251
O (1.054353, -1.308148, -4.780487)  -0.547
C (1.430824, -1.300299, -3.410341)  -0.098
C (2.116766, -0.012960, -3.021079)  -0.090
O (3.356092, 0.166116, -3.700756)  -0.558
C (3.266495, 1.038796, -4.807204)  -0.252
H (1.716772, -1.754892, -6.641078)  0.184
H (2.988600, -1.763910, -5.400168)  0.173
H (1.812564, -3.101657, -5.488262)  0.164
H (2.082280, -2.153725, -3.192068)  0.164
H (0.520058, -1.403946, -2.813976)  0.215
H (2.334061, -0.047399, -1.951367)  0.187
H (1.453147, 0.836633, -3.204121)  0.180
H (3.205320, 2.082869, -4.477633)  0.163
H (2.399836, 0.811125, -5.432299)  0.181
H (4.172824, 0.912464, -5.398814)  0.181

Forces on atoms 1 to 3 (eV/Å):
0.265 0.208 0.304
-0.040 -0.079 -0.914
-0.103 0.469 0.488

- max |F| (Eh/bohr) = 0.019
- LUMO (eV) = 2.4
- spin multiplicity = 1
- Kohn-Sham gap (eV) = 5.05
- net charge = -1

Density functional theory data (ωB97M-V/def2-TZVPD) for a cluster of 6 separate species, C15H39INO5S5 in total in a non-equilibrium geometry.

Each line ends with the natural charge from an NBO analysis.
Positions of all 66 atoms, in Å:
C (2.566374, -3.480346, -0.816957)  -0.662
C (0.987972, -3.378905, -1.239672)  -0.227
C (-0.190612, -3.726280, -0.153709)  -0.489
C (-1.467150, -3.477973, -1.206967)  0.288
N (-1.082632, -2.443547, -2.070496)  -0.502
C (0.355411, -1.964280, -1.775257)  -0.234
I (0.549665, -0.157544, -0.516362)  0.224
H (3.050875, -2.486437, -0.437717)  0.246
H (2.810439, -4.331237, -0.034245)  0.249
H (3.159432, -3.787287, -1.805462)  0.242
H (0.725574, -4.116689, -2.132799)  0.221
H (-0.245184, -3.039064, 0.809799)  0.295
H (-0.180504, -4.881680, 0.021481)  0.270
H (-2.514216, -4.048211, -1.218061)  0.286
H (-1.692008, -2.054514, -2.837944)  0.489
H (1.004406, -1.720365, -2.736816)  0.268
C (-1.968424, 1.523632, 2.179314)  -0.832
S (-0.933339, 2.999029, 2.024582)  1.268
O (0.417893, 2.553622, 1.548206)  -1.014
C (-0.803947, 3.323768, 3.799446)  -0.825
H (-2.149390, 1.120349, 1.180072)  0.231
H (-1.459438, 0.771146, 2.786165)  0.225
H (-2.922652, 1.793293, 2.637765)  0.238
H (-0.366486, 2.460742, 4.306846)  0.224
H (-1.795789, 3.535233, 4.205379)  0.236
H (-0.160585, 4.194402, 3.946925)  0.260
C (2.021511, -2.999972, 3.128099)  -0.829
S (1.613772, -4.749781, 2.918204)  1.224
O (0.123040, -4.881207, 3.025882)  -0.987
C (2.322460, -5.296876, 4.490077)  -0.822
H (1.634944, -2.447997, 2.268007)  0.228
H (1.561279, -2.615201, 4.041176)  0.240
H (3.106417, -2.880799, 3.175258)  0.238
H (1.843779, -4.771057, 5.319546)  0.238
H (3.397553, -5.103445, 4.493087)  0.235
H (2.148727, -6.370500, 4.594080)  0.250
C (-4.178075, -3.806514, -6.374478)  -0.824
S (-4.618803, -3.886237, -4.621897)  1.259
O (-3.741419, -2.912415, -3.891818)  -1.034
C (-3.948639, -5.541907, -4.335583)  -0.827
H (-4.472570, -2.828344, -6.762199)  0.252
H (-3.099773, -3.933711, -6.495542)  0.231
H (-4.712132, -4.587022, -6.921320)  0.243
H (-2.884421, -5.562577, -4.581863)  0.227
H (-4.490158, -6.266177, -4.948314)  0.247
H (-4.080529, -5.791932, -3.280235)  0.235
C (0.691334, 4.533341, -1.104600)  -0.828
S (1.074771, 4.310397, -2.858285)  1.224
O (1.796877, 5.541226, -3.321721)  -0.975
C (-0.633769, 4.431261, -3.440195)  -0.828
H (1.627703, 4.530019, -0.541510)  0.243
H (0.180641, 5.486891, -0.951286)  0.238
H (0.060827, 3.710030, -0.760993)  0.228
H (-1.063131, 5.391071, -3.143454)  0.235
H (-1.221292, 3.611256, -3.021082)  0.218
H (-0.635282, 4.355913, -4.530144)  0.238
C (2.332031, 7.826852, 2.179716)  -0.825
S (1.924292, 6.077043, 1.969821)  1.247
O (0.433560, 5.945617, 2.077499)  -1.001
C (2.632980, 5.529948, 3.541694)  -0.832
H (1.945463, 8.378827, 1.319624)  0.248
H (1.871799, 8.211623, 3.092793)  0.232
H (3.416936, 7.946025, 2.226875)  0.233
H (2.154298, 6.055767, 4.371163)  0.230
H (3.708072, 5.723379, 3.544704)  0.236
H (2.459247, 4.456324, 3.645696)  0.240

Forces on atoms 1 to 3 (eV/Å):
0.555 -0.332 -0.869
-1.309 0.262 0.628
-0.689 -1.281 -2.008

- max |F| (Eh/bohr) = 0.080
- LUMO (eV) = -4.4
- spin multiplicity = 1
- Kohn-Sham gap (eV) = 5.71
- net charge = +1